[1]
This record from the OMol25 dataset describes one molecule with the formula C3H4N2O2. The level of theory is ωB97M-V/def2-TZVPD.

Structure (XYZ):
```
11
Properties=species:S:1:pos:R:3:forces:R:3:lowdin_charge:R:1
N -0.507147 -1.041559 0.341206 0.013 2.060 -0.874 0.05
N 0.719318 -0.846479 0.997251 -0.085 -0.949 1.415 -0.07
C -0.999485 0.171198 -0.380285 -3.333 -2.433 1.944 -0.54
O -1.079020 1.212216 0.490467 0.986 -0.092 -0.191 0.09
C 1.624588 -0.204483 0.252970 -1.211 1.462 -2.230 -0.17
C 1.690665 0.451956 -0.790683 1.569 -0.551 1.229 0.12
O -1.780499 0.023527 -1.293465 1.530 0.450 -0.039 0.10
H -1.918580 1.669603 0.346401 0.189 0.015 -0.428 0.13
H -0.508659 -1.849945 -0.269011 0.310 0.173 -0.130 0.13
H 0.587020 -0.468902 1.931424 -0.020 -0.275 -0.240 0.14
H 2.171798 0.882868 -1.626274 0.053 0.141 -0.457 0.02
```
Positions in Å, forces in eV/Å.

Results
SMILES = C#CNNC(=O)O
2S+1 = 1
Total charge = 0
HOMO energy = -9.34 eV

[2]
This record from the OMol25 dataset describes C32H47Cl3MnN3O3SSi as an isolated structure. The level of theory is ωB97M-V/def2-TZVPD.

Structure (XYZ):
```
91
Properties=species:S:1:pos:R:3:forces:R:3:lowdin_spin:R:1
C -3.403334 -3.095418 -0.106068 0.183 0.500 0.213 0.00
C -2.450769 -3.754651 -1.056286 0.115 -0.419 -1.268 0.00
H -3.846554 -2.190907 -0.563180 0.027 -0.231 0.179 0.00
H -2.900797 -2.774440 0.830580 -0.381 -0.341 -0.607 0.00
H -4.205702 -3.797596 0.120060 -0.105 0.174 0.113 0.00
C -2.887818 -4.574234 -2.025441 0.355 0.402 0.560 0.01
C -4.318246 -4.696529 -2.454467 -0.157 -0.428 -0.208 0.00
H -2.160569 -5.150002 -2.599884 -0.080 0.458 -0.110 0.00
H -4.694291 -3.736712 -2.857121 0.217 -0.363 0.163 0.00
H -5.017210 -5.004124 -1.661775 0.216 -0.021 -0.193 0.00
H -4.324986 -5.437826 -3.265899 -0.484 0.199 0.233 0.00
Mn -1.354793 -0.362063 -0.861131 -0.317 0.506 0.141 3.80
Cl -1.127515 -0.995457 1.280420 -0.207 0.033 0.170 0.03
Cl -2.484543 0.280904 -2.693025 -0.056 -0.111 0.159 0.03
C 3.862256 1.561548 3.615553 0.696 0.000 -0.989 0.00
O 3.873278 2.105516 2.510333 -0.062 -0.584 1.288 0.00
N 4.905381 0.837597 4.113779 -0.314 0.176 0.029 0.00
C 6.110943 0.615045 3.328841 -0.100 0.085 0.115 0.00
C 4.798388 0.157920 5.396292 -0.010 0.000 -0.255 0.00
H 3.003816 1.588677 4.319750 0.134 0.170 -0.289 0.00
H 6.267765 1.454556 2.649952 -0.129 -0.182 -0.001 0.00
H 6.063234 -0.330035 2.764142 0.062 0.350 0.096 0.00
H 6.951937 0.558089 4.019049 0.074 -0.016 -0.030 0.00
H 3.926625 0.557526 5.925153 0.181 -0.213 -0.006 0.00
H 5.701358 0.355906 5.985046 -0.198 -0.045 -0.003 0.00
H 4.689658 -0.932567 5.263479 0.010 0.372 0.099 0.00
H -3.444783 1.226260 -4.667914 -0.042 0.394 -0.305 0.00
H -0.584014 1.657021 -4.306772 0.015 0.173 -0.129 0.00
C -3.366635 2.265035 -5.028495 -0.083 -0.099 0.204 0.00
C -0.909252 2.575862 -4.813527 0.039 -0.022 0.103 0.00
N -2.247222 2.936370 -4.378643 -0.145 0.176 0.432 0.00
H -4.297233 2.792390 -4.783873 0.205 -0.124 -0.180 0.00
C -2.380832 3.433608 -3.128940 0.731 -0.146 0.061 0.00
O -1.415814 3.713110 -2.397338 -1.052 -0.152 -0.648 0.00
H -0.226788 3.391245 -4.565691 -0.034 -0.188 -0.066 0.00
H -3.440574 3.569219 -2.817742 0.428 0.014 -0.038 0.00
H -3.200241 2.254401 -6.109909 -0.152 0.156 0.183 0.00
H -0.931659 2.411672 -5.890676 0.078 0.032 0.052 0.00
O -1.070048 -1.941185 -1.598215 0.083 0.731 -0.044 0.08
C -1.019805 -3.221895 -1.089790 0.288 -1.119 0.335 0.01
C 0.353813 -3.520125 -3.244461 0.026 0.148 0.060 0.00
C -0.026976 -3.983567 -1.973530 -0.057 -0.027 0.119 0.00
H -0.023807 -2.558031 -3.610644 -0.056 -0.537 0.193 0.00
C 1.270110 -4.239677 -4.019742 0.100 -0.546 0.535 0.00
H -0.665274 -3.226856 -0.047397 0.329 0.035 -0.173 0.00
C 0.535346 -5.152386 -1.461577 -0.044 0.504 -0.394 0.00
H 1.543343 -3.914688 -5.029774 -0.090 0.004 0.479 0.00
C 1.838367 -5.412537 -3.492027 -0.512 0.474 0.417 0.00
C 1.466941 -5.854461 -2.208434 0.162 -0.302 -0.484 0.00
H 0.248903 -5.438287 -0.456820 0.076 -0.272 -0.071 0.00
H 2.581758 -5.948858 -4.063123 -0.014 -0.149 -0.035 0.00
H 1.871367 -6.784409 -1.803718 0.080 0.308 -0.153 0.00
Si 3.043270 -2.563863 1.177233 -0.166 2.693 -1.205 0.00
Cl 1.829379 -4.054680 1.705290 -1.026 -1.442 0.192 0.00
C 3.867223 -2.931075 -0.513432 0.760 -0.109 0.501 0.00
C 3.668934 -1.986958 2.866785 1.013 -0.158 0.190 0.00
C 2.053051 -1.032671 0.670971 0.100 -0.215 -0.064 0.00
H 4.400848 -3.874903 -0.516340 0.175 -0.259 -0.090 0.00
H 4.591216 -2.154069 -0.828468 -0.345 -0.214 0.382 0.00
H 3.119316 -2.987760 -1.321697 -0.127 0.040 0.589 0.00
H 1.362122 -1.295482 -0.141471 0.066 0.075 0.167 0.00
H 2.658373 -0.176435 0.334007 0.131 -0.388 0.094 0.00
H 1.485505 -0.696702 1.529682 -0.276 0.161 0.023 0.00
H 4.258838 -2.680995 3.470076 0.014 -0.278 -0.221 0.00
H 2.832419 -1.694530 3.526091 -0.006 -0.129 -0.670 0.00
H 4.306059 -1.110198 2.743428 -0.238 0.048 -0.089 0.00
N -1.254298 1.528950 -0.276210 -0.597 0.804 0.167 0.01
S -1.926386 1.956730 1.145502 0.535 0.407 -0.373 0.01
C -0.563778 2.697807 2.062203 -0.224 -0.207 0.618 0.00
C 0.577596 3.155309 1.417788 -0.331 0.117 0.045 0.00
C 1.552913 3.783468 2.187399 -0.074 0.122 -0.400 0.00
C 1.387940 3.942645 3.556781 0.077 -0.016 0.035 0.00
C 0.274942 3.402128 4.192285 -0.255 -0.114 0.160 0.00
C -0.705382 2.742898 3.457980 -0.036 0.275 -0.768 0.00
C -2.958313 3.420814 0.859238 -0.200 0.027 -0.059 0.00
C -4.288670 3.359846 1.295617 0.395 0.003 0.190 0.00
C -5.082293 4.507601 1.245437 0.324 -0.047 -0.203 0.00
C -4.552837 5.682174 0.691329 -0.133 -0.114 0.029 0.00
C -3.255487 5.716888 0.173551 0.104 -0.511 0.114 0.00
C -2.450242 4.574334 0.269526 -0.051 0.218 0.168 0.00
H -1.267039 2.333994 -0.928060 0.006 -0.623 0.074 0.00
H 0.672595 3.042023 0.333598 0.065 0.015 0.430 0.00
H 2.432855 4.165278 1.685390 -0.010 -0.049 0.169 0.00
H 2.147063 4.476686 4.131641 -0.227 -0.203 -0.145 0.00
H 0.146920 3.499986 5.265811 0.104 -0.014 -0.082 0.00
H -1.597966 2.306631 3.911915 0.321 0.178 0.023 0.00
H -4.656908 2.422331 1.712600 -0.035 0.275 -0.045 0.00
H -6.099413 4.473196 1.643817 0.354 0.090 -0.216 0.00
H -5.166883 6.582266 0.660937 0.134 -0.223 -0.013 0.00
H -2.849994 6.620341 -0.290258 -0.211 -0.322 0.212 0.00
H -1.429987 4.576044 -0.097349 -0.143 0.149 0.020 0.00
```
Positions in Å, forces in eV/Å.

Results
2S+1 = 5
Total charge = 0
⟨S²⟩ = 6.054
HOMO energy (alpha / beta) = -8.09 / -8.11 eV

[3]
This record from the OMol25 dataset describes C33H66GdN11O4PS as an isolated structure. The level of theory is ωB97M-V/def2-TZVPD.

Structure (XYZ):
```
117
Properties=species:S:1:pos:R:3:forces:R:3:lowdin_spin:R:1
Gd -0.688806 1.474338 0.747281 2.215 -0.033 -2.466 6.82
N -2.461414 0.309709 -0.768611 -0.412 -0.208 0.383 0.01
C -3.249977 0.999199 -1.798959 -0.170 0.285 0.009 0.00
C -3.530822 2.439409 -1.393178 0.062 -0.181 0.035 0.00
N -2.308006 3.210559 -1.147998 -0.243 0.070 0.046 0.00
C -1.628018 3.549984 -2.403911 0.300 -0.210 0.074 0.00
C -0.392445 2.685075 -2.658045 -0.170 0.147 0.093 0.00
N 0.433249 2.588193 -1.450156 0.038 -0.255 -0.161 0.00
C -2.643476 4.412015 -0.374183 0.220 0.059 0.015 0.00
C -1.418346 5.147145 0.156219 -0.072 -0.174 -0.134 0.00
N -0.533111 4.233285 0.888485 -0.355 0.179 0.055 0.00
H -2.227371 -0.613902 -1.118216 0.197 -0.023 0.121 0.00
H -3.060419 0.137730 0.052949 0.009 -0.067 -0.224 0.00
H -4.215181 0.507353 -1.962741 0.060 -0.006 -0.057 0.00
H -2.709120 0.971541 -2.747918 0.039 -0.071 0.050 0.00
H -4.106698 2.421763 -0.467980 -0.010 0.034 -0.008 0.00
H -4.148772 2.914959 -2.168568 -0.026 -0.006 0.028 0.00
H -1.316655 4.595209 -2.379796 -0.062 0.019 -0.008 0.00
H -2.310116 3.437996 -3.254205 -0.008 0.099 -0.020 0.00
H 0.158326 3.109825 -3.504458 -0.025 -0.085 -0.049 0.00
H -0.695442 1.679877 -2.930972 0.011 0.016 -0.009 0.00
H 0.965400 3.443387 -1.340430 0.048 -0.025 0.181 0.00
H 1.088335 1.815788 -1.544458 0.106 0.057 -0.011 0.00
H -3.234142 4.081192 0.478366 -0.104 0.048 -0.047 0.00
H -3.251617 5.115976 -0.961381 -0.020 -0.009 0.018 0.00
H -1.773568 5.977330 0.777446 0.027 0.030 -0.053 0.00
H -0.845826 5.586815 -0.662719 -0.006 0.030 0.020 0.00
H -0.973088 3.936446 1.754337 0.172 0.331 0.178 0.00
H 0.302676 4.733423 1.161361 0.062 -0.099 0.083 0.00
O -0.611100 -0.475374 2.264046 -0.134 -0.728 0.156 -0.01
C -1.097364 -1.398580 3.263986 -0.011 -0.111 0.309 0.00
C -1.367275 -2.803889 2.727205 0.267 0.354 -0.386 0.00
C -2.315590 -2.832767 1.518074 -0.166 0.066 0.338 0.00
C -3.710721 -2.482349 1.974860 -0.190 -0.025 -0.159 0.00
C -4.511278 -3.448351 2.579827 -0.060 -0.039 0.007 0.00
C -5.752553 -3.088758 3.075352 0.107 -0.013 -0.003 0.00
C -6.156831 -1.766775 2.968773 -0.056 -0.019 0.021 0.00
C -5.313500 -0.878170 2.328266 0.044 0.012 -0.080 0.00
N -4.127742 -1.224911 1.830221 0.341 0.162 -0.238 0.00
H 0.089639 -0.918316 1.748452 -0.021 0.239 -0.348 0.00
H -1.990941 -0.961985 3.694946 -0.031 0.152 -0.106 0.00
H -0.337634 -1.462421 4.049373 -0.073 0.006 0.045 0.00
H -1.813748 -3.404485 3.522019 0.151 0.043 0.140 0.00
H -0.409498 -3.260130 2.462067 -0.096 -0.074 0.033 0.00
H -2.311912 -3.836349 1.087895 0.025 0.029 -0.057 0.00
H -1.974689 -2.122127 0.764043 -0.050 -0.013 -0.050 0.00
H -4.162713 -4.471230 2.642837 0.003 -0.018 0.047 0.00
H -6.394422 -3.825840 3.539447 0.009 -0.007 0.016 0.00
H -7.107375 -1.439976 3.366097 -0.010 0.029 -0.036 0.00
H -5.591338 0.162331 2.194005 -0.015 -0.034 0.050 0.00
N 3.130067 3.279543 3.081819 0.010 -0.036 -0.016 0.00
C 2.815734 2.143314 3.781219 -0.019 -0.154 -0.010 0.00
C 1.857323 1.515215 3.047220 0.206 -0.019 0.082 0.00
N 1.580975 2.244186 1.912942 -0.018 0.066 0.115 0.00
C 2.365984 3.295643 1.970477 -0.039 -0.012 -0.172 0.00
H 3.815837 3.963753 3.347580 0.019 0.046 -0.048 0.00
H 3.287709 1.889941 4.713395 -0.008 0.012 0.001 0.00
H 1.354427 0.589724 3.263650 -0.074 0.044 0.012 0.00
H 2.455208 4.059705 1.214836 -0.027 0.039 0.040 0.00
C -3.187143 3.636295 3.579029 0.138 -0.377 -0.287 0.00
S -2.443970 2.137752 2.944204 -1.106 0.652 1.585 0.00
O -0.986054 2.363370 2.995259 -0.122 -0.110 0.321 -0.01
O -2.938753 1.060357 3.747489 0.048 0.071 0.052 0.00
O -2.810978 2.053984 1.513586 -0.761 -0.086 0.153 -0.01
H -2.732578 3.837345 4.545436 -0.011 -0.007 0.019 0.00
H -4.253322 3.455146 3.687848 -0.013 0.020 -0.009 0.00
H -3.006498 4.455891 2.885955 0.025 0.039 0.030 0.00
N 0.673051 -0.191274 -0.121357 -0.515 -0.139 0.597 0.15
P 1.733136 -0.900217 -0.974233 1.615 -0.707 -1.243 0.02
N 2.111886 -2.468795 -0.449966 -0.642 0.355 0.171 0.01
C 0.994724 -3.295683 -0.001835 0.023 -0.029 0.111 0.00
C 1.487115 -4.346754 0.984779 0.039 -0.050 -0.160 0.00
C 2.414233 -5.341183 0.262576 0.027 0.075 -0.017 0.00
C 3.110115 -4.670349 -0.933289 -0.076 0.050 0.125 0.00
C 3.365681 -3.194434 -0.644827 0.178 -0.050 -0.049 0.00
N 1.304968 -1.035490 -2.612723 -0.460 0.460 0.456 0.01
C 2.057432 -1.764231 -3.618031 0.100 -0.249 0.098 0.00
C 1.352056 -3.049513 -4.055016 -0.070 0.138 -0.051 0.00
C -0.080535 -2.762276 -4.505069 0.039 -0.104 0.217 0.00
C -0.822361 -2.044427 -3.379223 0.105 0.120 -0.122 0.00
C -0.062278 -0.767642 -3.023007 -0.047 -0.138 0.025 0.00
N 3.317007 -0.314002 -1.133166 -0.510 -0.127 0.265 0.00
C 3.802492 0.528685 -2.208466 -0.102 0.293 -0.045 0.00
C 4.189102 1.929280 -1.724894 0.173 -0.206 0.014 0.00
C 5.204186 1.824319 -0.588910 -0.200 0.059 0.082 0.00
C 4.604541 0.988311 0.538776 0.108 -0.107 -0.224 0.00
C 4.208794 -0.390658 0.018600 -0.028 0.183 0.186 0.00
H 0.502178 -3.812932 -0.841901 -0.025 0.093 -0.003 0.00
H 0.259881 -2.626095 0.442577 -0.079 -0.111 -0.011 0.00
H 0.643369 -4.874237 1.433383 0.015 0.015 0.013 0.00
H 2.029450 -3.841500 1.788619 -0.047 0.013 0.041 0.00
H 1.838288 -6.199745 -0.086648 0.028 -0.027 0.025 0.00
H 3.162854 -5.716930 0.961907 -0.021 -0.050 -0.001 0.00
H 2.493748 -4.763749 -1.828852 0.047 -0.011 -0.015 0.00
H 4.061345 -5.160160 -1.143995 -0.008 -0.006 -0.041 0.00
H 3.936206 -2.741030 -1.454951 0.017 0.006 0.055 0.00
H 3.985520 -3.135863 0.260629 0.036 0.052 -0.059 0.00
H 3.048456 -1.992149 -3.225632 0.018 0.054 -0.084 0.00
H 2.181681 -1.119736 -4.500547 0.068 0.007 0.038 0.00
H 1.318978 -3.744496 -3.211884 0.054 -0.020 -0.027 0.00
H 1.923166 -3.513035 -4.861944 0.015 -0.059 0.041 0.00
H -0.584962 -3.691534 -4.774663 -0.004 0.027 -0.055 0.00
H -0.066625 -2.120647 -5.392112 -0.024 -0.028 -0.033 0.00
H -0.869949 -2.691058 -2.496425 -0.052 -0.003 0.014 0.00
H -1.845428 -1.798859 -3.679312 -0.008 -0.010 0.009 0.00
H -0.537486 -0.241386 -2.197956 -0.014 0.075 -0.108 0.00
H -0.047603 -0.126657 -3.918437 -0.026 0.055 0.070 0.00
H 3.030013 0.596698 -2.974057 0.072 -0.038 -0.043 0.00
H 4.693830 0.068845 -2.661016 -0.056 -0.041 -0.019 0.00
H 3.295235 2.444947 -1.358148 -0.010 0.041 -0.035 0.00
H 4.598660 2.498775 -2.562193 -0.051 0.031 -0.001 0.00
H 5.482945 2.817471 -0.228404 0.055 -0.018 -0.020 0.00
H 6.112931 1.339023 -0.958991 0.044 0.055 -0.004 0.00
H 3.702515 1.471305 0.909754 0.003 0.053 0.100 0.00
H 5.313182 0.877460 1.362903 -0.038 -0.003 0.024 0.00
H 3.689926 -0.937544 0.807084 0.132 -0.072 0.002 0.00
H 5.121415 -0.941181 -0.250805 -0.069 -0.057 -0.015 0.00
```
Positions in Å, forces in eV/Å.

Results
2S+1 = 8
Total charge = +1
⟨S²⟩ = 16.036
HOMO energy (alpha / beta) = -10.12 / -9.97 eV

Number 1: electronic energy -376.57982 Ha. Number 2: electronic energy -4856.89557 Ha. Number 3: electronic energy -3705.53963 Ha.